Computed, not measured: the molecule C3H4FNOS2, with the ωB97M-V functional and the def2-TZVPD basis.

The relative energy (zero: lowest compared OMol25 entry of this formula, charge and spin) is 0.0 kcal/mol. The total energy is -1142.94592 Eh. The calculation puts the HOMO-LUMO gap at 0.349 Eh. The value obtained for the HOMO energy is -9.172 eV.

```
12
Properties=species:S:1:pos:R:3:forces:R:3:lowdin_charge:R:1
O -2.4672 -0.4146 0.7102 1.72 0.56 -0.76 0.002
C -1.4233 -0.0154 0.2007 -2.40 -1.09 0.62 -0.842
N -0.8300 1.1658 0.5103 0.66 0.41 -0.25 -0.300
S 0.6346 1.5758 -0.2844 -0.10 -0.42 -0.06 0.905
C 1.0254 -0.1584 -0.7440 -0.19 0.48 0.64 -0.830
C 1.8453 -0.8818 0.3052 -0.02 0.10 -0.04 -0.280
F 1.1548 -0.8746 1.5136 0.21 -0.21 -0.24 -0.064
S -0.5715 -0.9325 -1.0721 0.06 0.00 0.04 0.987
H -0.9179 1.4299 1.4742 -0.06 0.13 0.31 0.108
H 1.5940 -0.1109 -1.6511 0.27 0.06 -0.62 0.063
H 2.7872 -0.3239 0.4664 -0.28 -0.51 -0.10 0.124
H 1.9975 -1.9275 -0.0336 0.11 0.49 0.45 0.126
```
Positions in Å, forces in eV/Å.



Computed, not measured: a structure of composition C3H4HgO5, with the ωB97M-V functional and the def2-TZVPD basis.

The spin multiplicity is 2. Its charge is -1. The total energy is -646.22741 Eh. The calculation puts the HOMO-LUMO gap (alpha / beta) at 0.271 / 0.130 Eh. The value obtained for the HOMO energy (alpha / beta) is -3.733 / -2.461 eV.

```
13
Properties=species:S:1:pos:R:3:forces:R:3:lowdin_charge:R:1
C 2.5820 -0.9119 0.0370 -1.27 -2.93 0.44 -0.303
C 2.1299 0.0583 0.8719 -0.82 1.93 0.55 -0.150
O 1.2631 1.0899 0.5197 1.70 1.03 0.70 -0.018
C -0.0434 0.9412 0.2010 -1.73 -4.95 -2.88 -0.802
O -0.7873 0.5676 1.1426 -0.62 0.79 1.55 -0.202
O -0.3310 0.7366 -1.0027 0.25 1.81 0.72 -0.064
O 1.8590 -1.7177 -0.6921 -0.21 1.17 -0.50 -0.162
H 3.6179 -1.2372 0.2577 -0.23 -0.30 0.00 0.091
H 2.2965 -0.0081 1.9477 0.92 0.56 -0.32 0.100
H 0.1560 -1.9787 -0.4210 -2.30 -1.58 -0.20 0.232
O -1.0481 -2.5363 -0.3389 4.93 1.07 -0.15 -0.455
H -1.1028 -3.1533 -1.0701 0.08 -0.02 -0.33 -0.011
Hg -2.4828 -1.0746 0.4304 -0.70 1.41 0.42 0.742
```
Positions in Å, forces in eV/Å.



Computed, not measured: a structure of composition C3H4I2O, with the ωB97M-V functional and the def2-TZVPD basis.

The relative energy (zero: lowest compared OMol25 entry of this formula, charge and spin) is 74.4 kcal/mol. The spin multiplicity is 3. The total energy is -787.09019 Eh. The calculation puts the HOMO-LUMO gap (alpha / beta) at 0.222 / 0.217 Eh. The value obtained for the HOMO energy (alpha / beta) is -6.106 / -9.727 eV.

```
10
Properties=species:S:1:pos:R:3:forces:R:3:lowdin_charge:R:1
C -0.5418 -0.3655 0.5470 1.35 0.47 -2.29 -0.031
C 0.5382 0.4287 0.5211 0.68 2.65 0.95 -0.325
C 1.8351 0.0660 -0.1641 -3.18 3.07 -3.42 -1.258
O 1.4819 0.0867 -1.9133 4.08 -0.64 3.79 -0.246
I 2.4935 -1.9753 0.0369 1.29 -2.99 0.36 0.922
I 3.5490 1.3594 0.1041 -0.27 -0.29 -0.07 0.760
H -1.5366 -0.0117 0.5590 -0.90 0.45 1.31 0.051
H -0.4496 -1.1519 -0.1741 -0.07 -1.17 0.10 0.032
H 0.5228 1.4963 1.0112 0.03 -2.22 -0.89 0.122
H 0.5826 0.2480 -1.9620 -3.02 0.66 0.16 -0.026
```
Positions in Å, forces in eV/Å.



Computed, not measured: a cluster of 2 separate species, C3H4IN in total, with the ωB97M-V functional and the def2-TZVPD basis.

The relative energy (zero: lowest compared OMol25 entry of this formula, charge and spin) is 59.3 kcal/mol. The total energy is -469.02981 Eh. The calculation puts the HOMO-LUMO gap at 0.350 Eh. The value obtained for the HOMO energy is -9.554 eV.

```
9
Properties=species:S:1:pos:R:3:forces:R:3:lowdin_charge:R:1
C 1.0582 -2.5110 0.2799 -0.57 1.80 -0.38 0.140
C 0.6340 -1.4187 0.0585 0.28 -0.79 0.35 -0.270
N -0.0197 -0.3089 -0.1677 0.50 2.92 -0.01 0.004
C 0.4024 0.8271 0.2812 -0.92 -1.09 1.58 0.006
H 1.3915 -3.4437 0.4163 1.08 -2.75 0.46 -0.014
H 1.1163 1.1045 1.0915 0.55 -1.24 -0.93 0.098
H -0.2665 1.6334 0.2233 -0.98 1.13 -1.07 0.044
I -4.2731 0.0023 0.0236 -0.30 0.35 0.08 0.369
H -3.2375 -1.1694 -0.2210 0.35 -0.33 -0.08 -0.377
```
Positions in Å, forces in eV/Å.



Computed, not measured: the molecule C3H4IN, with the ωB97M-V functional and the def2-TZVPD basis.

The relative energy (zero: lowest compared OMol25 entry of this formula, charge and spin) is 40.7 kcal/mol. The total energy is -469.05938 Eh. The calculation puts the HOMO-LUMO gap at 0.353 Eh. The value obtained for the HOMO energy is -9.213 eV.

```
9
Properties=species:S:1:pos:R:3:forces:R:3:lowdin_charge:R:1
H -0.9205 2.8343 -0.0757 -2.33 2.10 0.08 0.026
N -0.3771 2.0577 0.0253 2.35 -0.86 -0.46 0.071
C -0.6459 0.8788 0.0055 3.33 -3.66 0.75 -0.763
I -2.4717 -0.2108 0.3096 -0.21 0.33 -0.24 0.741
C 0.8409 -0.2410 0.0064 -3.67 2.32 0.22 -0.101
C 0.6392 -1.5298 -0.1427 5.12 -0.19 0.22 -0.086
H 1.6863 0.4122 0.2055 0.04 -0.43 -0.38 0.070
H 1.5436 -2.2815 -0.1861 -1.89 1.59 0.15 0.106
H -0.2948 -1.9199 -0.1478 -2.74 -1.20 -0.33 -0.064
```
Positions in Å, forces in eV/Å.



Computed, not measured: a cluster of 2 separate species, C3H4INO in total, with the ωB97M-V functional and the def2-TZVPD basis.

The relative energy (zero: lowest compared OMol25 entry of this formula, charge and spin) is 42.5 kcal/mol. The total energy is -544.31524 Eh. The calculation puts the HOMO-LUMO gap at 0.354 Eh. The value obtained for the HOMO energy is -9.144 eV.

```
10
Properties=species:S:1:pos:R:3:forces:R:3:lowdin_charge:R:1
H 2.1098 -1.9848 1.6138 -0.19 0.47 0.54 0.057
N 1.5918 -1.5952 0.8455 0.79 -1.41 -1.36 0.041
C 0.7813 -0.6959 0.8191 0.10 0.57 2.03 -0.654
I 0.2129 0.4693 2.6174 -0.02 -0.07 -0.24 0.568
H 0.2014 -0.3253 0.0010 0.05 -0.06 -0.14 -0.067
C -1.1171 0.3386 -1.1208 -1.34 -2.51 -2.30 -0.059
C -0.6738 1.5579 -1.0742 1.23 2.29 0.23 -0.272
O -0.2048 2.6214 -0.9160 -0.86 -1.72 -0.33 0.172
H -2.1807 0.1272 -1.0001 0.19 0.55 0.52 0.086
H -0.7209 -0.5132 -1.7858 0.05 1.89 1.04 0.127
```
Positions in Å, forces in eV/Å.



Computed, not measured: a structure of composition C3H4InLiO3, with the ωB97M-V functional and the def2-TZVPD basis.

The relative energy (zero: lowest compared OMol25 entry of this formula, charge and spin) is 92.6 kcal/mol. Its charge is +2. The total energy is -539.30498 Eh. The calculation puts the HOMO-LUMO gap (alpha / beta) at 0.241 / 0.300 Eh. The value obtained for the HOMO energy (alpha / beta) is -17.535 / -18.566 eV.

```
12
Properties=species:S:1:pos:R:3:forces:R:3:lowdin_charge:R:1
C -1.3834 0.4584 -0.0456 0.26 -0.64 -0.60 -0.200
C -0.0363 -0.2390 -0.1921 0.13 -0.91 -0.29 -0.099
O 1.0052 0.7652 -0.2020 1.26 0.54 0.00 0.014
C 2.2585 0.4021 -0.2639 -6.50 0.22 0.25 -0.472
O 2.5529 -0.8310 -0.3208 -4.13 -2.75 0.10 -0.111
O -2.0737 -0.0137 1.0212 0.53 0.72 -1.03 -0.059
H -1.2079 1.5553 0.0167 -0.64 -0.10 -0.13 0.184
H 0.0025 -0.8082 -1.1317 0.16 0.16 0.27 0.154
H 0.1295 -0.9292 0.6469 -0.03 0.21 -0.25 0.150
In 4.1518 0.1760 -0.3568 9.40 2.33 -0.35 1.344
Li -3.3615 -0.7797 1.8179 -1.03 -0.46 0.79 0.880
H -2.0376 0.2439 -0.9898 0.58 0.69 1.25 0.213
```
Positions in Å, forces in eV/Å.



Computed, not measured: a structure of composition C3H4InO3, with the ωB97M-V functional and the def2-TZVPD basis.

The relative energy (zero: lowest compared OMol25 entry of this formula, charge and spin) is 22.2 kcal/mol. The spin multiplicity is 2. Its charge is +2. The total energy is -531.66248 Eh. The calculation puts the HOMO-LUMO gap (alpha / beta) at 0.380 / 0.271 Eh. The value obtained for the HOMO energy (alpha / beta) is -21.412 / -21.734 eV.

```
11
Properties=species:S:1:pos:R:3:forces:R:3:lowdin_charge:R:1
O 0.2615 -1.1898 0.5866 -3.24 -0.80 -2.85 0.037
C 0.8902 -0.8763 -0.5403 1.02 2.51 4.34 -0.489
C -1.3039 -0.1758 0.2831 1.25 -0.10 0.19 0.261
O 2.0674 -1.3434 -0.7461 -2.16 -1.68 -3.27 0.011
O 0.8237 0.5154 -0.6111 -0.56 -1.32 -2.54 -0.024
C -0.4731 1.0018 -0.1787 -0.08 0.78 0.50 -0.072
In 2.6452 -0.4018 0.8114 2.94 1.61 3.49 1.633
H -1.7980 -0.0974 1.2529 0.39 -0.26 0.00 0.152
H -1.9305 -0.6400 -0.4851 0.61 -0.72 0.18 0.155
H -0.2749 1.6762 0.6625 -0.09 0.06 -0.36 0.161
H -0.9076 1.5312 -1.0352 -0.08 -0.07 0.32 0.175
```
Positions in Å, forces in eV/Å.



Computed, not measured: a structure of composition C3H4IrO2, with the ωB97M-V functional and the def2-TZVPD basis.

The relative energy (zero: lowest compared OMol25 entry of this formula, charge and spin) is 38.8 kcal/mol. The spin multiplicity is 6. Its charge is +2. The total energy is -370.42181 Eh. The calculation puts the HOMO-LUMO gap (alpha / beta) at 0.346 / 0.271 Eh. The value obtained for the HOMO energy (alpha / beta) is -19.905 / -21.883 eV.

```
10
Properties=species:S:1:pos:R:3:forces:R:3:lowdin_charge:R:1
H 1.0907 0.4807 -1.1015 -3.47 0.62 0.47 0.210
O 0.5851 0.5610 0.8389 -0.31 0.45 1.89 -0.320
O -0.4679 -1.2733 0.6713 1.98 -0.72 2.25 0.121
C 0.0126 0.6624 -0.5030 3.00 -0.08 -2.19 -0.019
C -0.9596 -0.4996 -0.4754 -0.48 0.21 -0.75 0.006
C 0.4308 -0.6553 1.3519 -2.55 -0.02 -2.67 -0.073
H -0.4017 1.6671 -0.5965 0.14 -0.18 -0.27 0.166
H -1.9992 -0.2232 -0.2729 0.22 -0.02 0.12 0.174
H -0.9109 -1.1492 -1.3550 0.03 0.06 0.26 0.174
Ir 2.6202 0.4293 1.4421 1.43 -0.31 0.88 1.561
```
Positions in Å, forces in eV/Å.



Computed, not measured: a structure of composition C3H4KO3, with the ωB97M-V functional and the def2-TZVPD basis.

The relative energy (zero: lowest compared OMol25 entry of this formula, charge and spin) is 0.0 kcal/mol. Its charge is +1. The total energy is -942.20488 Eh. The calculation puts the HOMO-LUMO gap at 0.397 Eh. The value obtained for the HOMO energy is -14.641 eV.

```
11
Properties=species:S:1:pos:R:3:forces:R:3:lowdin_charge:R:1
K 18.7188 -6.6830 0.3775 -0.28 -0.19 0.33 0.983
C 13.5592 -7.9165 3.2850 -0.24 0.33 -0.34 -0.072
C 13.4532 -7.7707 1.7541 0.05 -0.33 0.16 -0.072
O 14.8275 -7.7064 1.3302 0.20 0.11 0.02 0.062
C 15.6430 -7.7662 2.3917 -0.45 0.24 -0.05 -0.588
O 16.8384 -7.6706 2.3212 0.48 0.09 -0.40 0.054
O 14.9697 -7.8978 3.5240 0.26 -0.21 0.20 0.095
H 13.1292 -8.8424 3.6540 0.12 -0.04 0.07 0.136
H 13.1288 -7.0655 3.8066 -0.06 -0.07 0.07 0.136
H 12.9448 -6.8632 1.4427 0.02 0.00 -0.04 0.133
H 13.0115 -8.6427 1.2789 -0.11 0.07 -0.01 0.134
```
Positions in Å, forces in eV/Å.



Computed, not measured: a structure of composition C3H4LaO3, with the ωB97M-V functional and the def2-TZVPD basis.

The relative energy (zero: lowest compared OMol25 entry of this formula, charge and spin) is 31.9 kcal/mol. Its charge is +1. The total energy is -373.70252 Eh. The calculation puts the HOMO-LUMO gap at 0.274 Eh. The value obtained for the HOMO energy is -13.409 eV.

```
11
Properties=species:S:1:pos:R:3:forces:R:3:lowdin_charge:R:1
O -1.2515 -0.7134 -0.0402 0.75 0.16 0.23 0.034
C -1.9160 0.5001 -0.0333 -4.19 -2.40 -1.36 -0.690
O -1.2182 1.5092 0.3101 2.21 2.10 0.58 -0.314
O -3.0844 0.4824 -0.3677 2.11 0.41 0.63 0.151
C 0.0273 -0.7819 0.4708 0.36 -0.11 -0.56 -0.281
H 0.0900 -0.8566 1.5619 0.00 0.03 -0.18 0.134
C 1.0939 -0.9972 -0.3406 -0.76 0.30 0.94 -0.026
H 0.9520 -1.0613 -1.4231 0.23 0.01 0.39 0.097
H 2.0576 -1.2097 0.1265 -0.29 -0.01 -0.42 0.068
La 0.8920 2.1728 0.3692 -0.03 -1.44 -0.44 1.992
H 2.3572 0.9556 -0.6336 -0.39 0.95 0.21 -0.164
```
Positions in Å, forces in eV/Å.



Computed, not measured: a structure of composition C3H4LiMgO4, with the ωB97M-V functional and the def2-TZVPD basis.

The relative energy (zero: lowest compared OMol25 entry of this formula, charge and spin) is 80.5 kcal/mol. Its charge is +1. The total energy is -625.03387 Eh. The calculation puts the HOMO-LUMO gap at 0.276 Eh. The value obtained for the HOMO energy is -11.953 eV.

```
13
Properties=species:S:1:pos:R:3:forces:R:3:lowdin_charge:R:1
H 2.5518 -3.9842 -0.5989 -0.01 0.24 -0.09 0.155
C 2.0516 -3.0480 -0.8625 0.43 -0.31 -0.34 -0.422
C 2.5977 -2.1500 -1.8689 0.42 0.22 -0.04 -0.078
O 1.5003 -3.0254 -2.1594 -0.27 -0.20 0.19 -0.016
H 2.3372 -1.0895 -1.8115 0.06 -0.33 0.01 0.124
H 3.5373 -2.3940 -2.3717 -0.27 0.11 0.10 0.117
O 1.2776 -2.5145 0.1385 -0.68 -0.81 1.71 0.018
H 1.1916 -3.1361 0.9166 0.42 1.12 -1.53 0.089
O -0.2763 -4.1816 2.1893 -0.93 0.27 -1.69 0.272
C -0.9442 -4.7614 1.4362 1.36 -0.81 2.71 -0.323
Mg -4.5930 -9.4395 1.1125 0.01 0.01 0.00 0.563
Li -2.7136 -7.1962 0.9065 0.06 0.13 -0.09 0.400
O -1.5575 -5.6131 0.9223 -0.60 0.36 -0.95 0.101
```
Positions in Å, forces in eV/Å.